# C27H45CeNO2P2

A molecular structure, C27H45CeNO2P2 at a distorted geometry (wB97M-V/def2-TZVPD, the OMol25 dataset).

Results
F_max in Eh/bohr: 0.088
HOMO-LUMO gap (spin up / spin down) in eV: 5.4 / 5.5
Lowest unoccupied orbital energy (spin up / spin down) in eV: -8.10 / -8.04

Structure (ORCA input):
```
! wB97M-V def2-TZVPD RIJCOSX def2/J DEFGRID3
* xyz 2 1
C -0.780 1.734 -5.386
H 0.996 -4.424 1.826
P -1.201 -0.435 -0.366
C -0.967 -1.386 -5.570
C -2.160 -2.913 2.532
C -1.795 -0.478 -4.713
O -0.297 3.304 0.500
H 0.641 0.391 5.747
N -0.469 2.355 2.609
H -3.498 0.235 -0.578
P 1.762 0.080 -0.101
H -0.075 -3.628 0.662
H -1.534 5.258 2.092
H 3.165 -2.188 2.126
C 0.246 0.502 -1.090
H -0.887 -2.364 -5.062
H -0.234 4.726 4.627
H 0.503 2.709 -3.942
H 2.122 1.045 -3.517
C 0.422 -2.467 2.411
C 0.762 -3.458 1.348
C -0.890 -2.292 3.008
C 1.243 -0.505 5.536
C -1.470 -1.706 -1.632
H -1.500 -1.242 -2.626
C 1.361 0.797 -4.266
H 0.384 0.212 -2.144
H 1.228 2.514 -5.536
H 3.331 -0.865 3.302
C 2.682 1.652 -0.253
C 2.696 -0.940 -1.290
H -2.750 -1.518 4.893
H -2.660 -0.980 -4.255
C 1.388 -1.802 3.267
C -2.543 0.722 -0.815
H 0.424 -0.162 -6.721
C -0.718 -1.555 4.226
H 2.123 2.464 0.233
H 1.252 -1.117 6.452
H -1.798 -0.052 5.293
O -0.828 1.942 4.849
H 3.655 1.523 0.241
C -0.456 3.426 1.714
H -1.500 -1.587 -6.518
C 0.467 -0.910 -5.917
H 2.729 -0.475 -2.286
H 2.851 1.900 -1.309
H -0.677 -2.463 -1.626
H -2.067 -3.272 1.503
C -0.938 4.261 3.931
H -1.557 -1.556 6.202
C -1.667 0.847 -4.570
C 0.617 1.993 -4.774
Ce -0.072 -0.036 2.331
H -2.437 -3.780 3.151
H 2.275 -0.197 5.335
C -1.765 -1.151 5.199
H -2.446 1.642 -0.222
C -0.682 4.705 2.504
C 1.287 -0.451 -4.751
C -0.750 2.743 3.907
H 0.214 5.335 2.439
H -1.958 4.514 4.238
H -2.519 0.972 -1.884
H 0.979 -1.793 -6.339
C 2.871 -1.844 3.122
H 1.953 -1.226 -4.351
H -2.334 1.387 -3.889
H 2.234 -1.932 -1.375
H 0.048 1.585 -1.026
H -3.003 -2.213 2.583
H 1.641 -3.162 0.764
H 3.726 -1.054 -0.916
H 3.318 -2.538 3.849
H -2.440 -2.196 -1.457
H -1.277 2.718 -5.446
C 0.675 -1.250 4.383
H -0.674 1.370 -6.417
*
```